1.
14
Properties=species:S:1:pos:R:3 method="wB97M-V/def2-TZVPD" homo_ev=-15.32 charge=+1 lumo_ev=-3.527 largest_force_ev_per_a=0.8
C 0.32 1.36 -1.56
N -0.61 -1.73 0.18
C -0.28 -0.86 -0.74
N 0.12 0.36 -0.51
H 0.54 2.31 -1.09
H -0.57 1.47 -2.19
H 1.13 1.07 -2.22
H -0.37 -1.52 1.15
H -0.53 -2.70 -0.08
H -0.27 -1.14 -1.78
H 0.08 0.68 0.45
H 0.92 0.20 2.96
H -0.53 0.64 2.75
O 0.05 -0.14 2.68



2.
14
Properties=species:S:1:pos:R:3 method="wB97M-V/def2-TZVPD" homo_ev=-12.64 charge=+1 lumo_ev=-3.573 largest_force_ev_per_a=4.9
C 0.40 1.16 -0.54
C 0.40 0.28 0.45
N 0.67 -1.13 0.37
N 0.97 1.35 -1.74
H -0.64 1.69 -0.56
H 0.40 0.47 1.54
H 1.41 -1.43 1.09
H -0.22 -1.58 0.48
H 1.05 -1.41 -0.59
H 1.90 1.23 -1.98
H 0.53 2.20 -2.13
H -2.33 -0.25 1.06
H -2.71 -1.67 1.39
O -1.96 -1.17 1.23



3.
14
Properties=species:S:1:pos:R:3 method="wB97M-V/def2-TZVPD" homo_ev="-19.39 / -18.66" charge=+2 multiplicity=2 lumo_ev="-11.082 / -15.392" largest_force_ev_per_a=7.2
C -2.07 -0.08 0.37
C -0.76 -0.12 0.86
N 0.19 1.06 0.33
N -2.26 0.24 -1.15
H -3.08 0.16 0.82
H -0.18 -1.01 0.43
H 0.14 1.06 -0.68
H -0.02 2.03 0.53
H -0.67 -0.03 1.99
H -3.07 -0.48 -1.46
H -2.82 1.16 -1.08
H 3.33 -1.44 0.05
H 4.42 -0.26 0.09
O 4.17 -1.13 -0.29



4.
15
Properties=species:S:1:pos:R:3 method="wB97M-V/def2-TZVPD" smiles="NP=O.CCN" homo_ev=-9.40 charge=0 lumo_ev=0.249 largest_force_ev_per_a=4.2
C -2.51 0.89 -0.04
C -1.87 -0.12 0.89
N 3.36 -0.31 -1.26
N -0.55 -0.57 0.56
O 3.93 -1.12 1.10
P 3.82 0.10 0.34
H -3.60 1.16 0.27
H -2.00 1.91 -0.22
H -2.57 0.44 -1.11
H -1.84 0.32 1.88
H -2.51 -1.10 1.12
H 3.30 0.28 -2.09
H 3.31 -1.29 -1.55
H 0.19 0.21 0.61
H -0.44 -0.80 -0.49



5.
15
Properties=species:S:1:pos:R:3 method="wB97M-V/def2-TZVPD" smiles=CCNP(N)O homo_ev=-8.42 charge=0 lumo_ev=0.959 largest_force_ev_per_a=3.4
C 1.93 -0.56 0.21
C 1.13 0.67 0.66
N -2.73 1.06 -0.15
N -0.12 0.86 -0.02
O -1.90 -1.24 -0.39
P -1.67 0.00 0.66
H 2.13 -0.50 -0.86
H 2.87 -0.61 0.74
H 1.37 -1.47 0.41
H 0.92 0.62 1.73
H 1.74 1.57 0.48
H -2.56 2.01 0.14
H -3.70 0.81 -0.01
H -0.07 0.65 -1.01
H -1.65 -2.10 -0.03



6.
15
Properties=species:S:1:pos:R:3 method="wB97M-V/def2-TZVPD" homo_ev=-8.17 charge=0 lumo_ev=0.712 largest_force_ev_per_a=3.5
C -0.49 1.69 1.33
C 0.95 -0.62 1.14
N -0.69 -1.66 -1.34
N -0.30 -1.57 -2.48
P -0.17 0.34 0.10
S 1.14 1.42 -1.20
H 0.16 2.52 1.20
H -1.53 1.93 1.42
H -0.26 1.36 2.39
H 1.44 -1.41 0.69
H 1.62 -0.17 1.89
H 0.36 -1.35 1.79
H 0.44 0.97 -2.37
H -1.74 -1.81 -1.27
H -0.94 -1.64 -3.28



7.
15
Properties=species:S:1:pos:R:3 method="wB97M-V/def2-TZVPD" homo_ev=-8.66 charge=0 lumo_ev=0.746 largest_force_ev_per_a=3.6
C -0.46 -0.81 0.89
C 0.66 0.03 1.60
N -1.41 0.08 0.29
N 1.36 0.79 0.59
Si 0.19 -0.05 -2.31
P -0.51 1.27 -0.57
H 0.02 -1.54 0.22
H -1.04 -1.34 1.58
H 0.22 0.82 2.41
H 1.47 -0.59 1.99
H -2.22 0.40 0.79
H 1.60 1.70 0.97
H 0.44 -1.44 -2.42
H -1.19 0.01 -2.67
H 0.87 0.66 -3.37



8.
14
Properties=species:S:1:pos:R:3 method="wB97M-V/def2-TZVPD" homo_ev=-12.98 charge=+1 lumo_ev=-3.546 largest_force_ev_per_a=4.1
C 1.12 -0.48 1.29
C -0.49 -0.44 -0.02
N -0.22 -0.16 -1.43
N -1.30 0.85 0.49
S 1.17 0.61 -1.93
H 1.89 -1.00 0.74
H 0.78 -1.03 2.25
H 1.19 0.59 1.32
H -1.07 -1.35 0.15
H -0.49 -0.95 -2.10
H -0.75 1.75 0.53
H -1.78 0.96 1.36
H -1.97 0.97 -0.22
H 1.92 -0.31 -2.45



9.
15
Properties=species:S:1:pos:R:3 method="wB97M-V/def2-TZVPD" homo_ev=-13.07 charge=+1 lumo_ev=-4.185 largest_force_ev_per_a=5.3
C -1.61 1.50 0.18
S -1.75 0.09 -0.98
S -1.66 -1.56 0.34
H -1.48 1.03 1.16
H -0.70 2.08 -0.05
H -2.53 2.11 0.13
H -2.93 -1.99 0.44
N 1.38 -0.66 1.04
C 2.00 -0.46 -0.14
N 1.37 -0.42 -1.28
H 0.43 -0.24 1.09
H 2.04 -0.50 1.68
H 3.06 -0.04 -0.11
H 1.91 -0.12 -2.10
H 0.49 -0.82 -1.40



Table of DFT total energy (a.u.), in record order: -266.12820, -266.02076, -265.38409, -607.70104, -607.73650, -930.55100, -821.85627, -588.93563, -987.22377
Table of relative energy (zero: lowest compared OMol25 entry of this formula, charge and spin) (kcal per mole), in record order: 14.7, 82.2, 161.0, 22.2, 0.0, 49.1, 31.1, 84.2, 23.6